--- one ---
Molecular formula: C5H8S
Method: DFT, ωB97M-V with the def2-TZVPD basis set

```
! wB97M-V def2-TZVPD RIJCOSX def2/J DEFGRID3
* xyz 0 1
C -2.03 2.43 -1.63
C -2.83 1.56 -1.48
C 0.91 -0.26 0.53
C 1.25 -1.16 -0.51
C 0.71 -0.77 1.90
S 0.74 1.31 0.06
H -1.28 3.21 -1.45
H -3.51 0.78 -1.80
H 1.98 -1.99 -0.27
H 1.62 -0.70 -1.41
H 0.38 -1.70 -0.91
H 0.83 -1.82 2.00
H -0.22 -0.48 2.37
H 1.45 -0.40 2.60
*
```

- HOMO-LUMO gap (alpha / beta): 8.5 / 8.5 eV
- Structure (SMILES): CC(C)=S.C#C
- LUMO (alpha / beta): 0.1 / 0.1 eV
- E_HOMO (alpha / beta): -8.4 / -8.4 eV

Mulliken atomic charge list, values in e, 5 entries:
1. C -0.452
2. C -0.244
3. C 0.638
4. C -1.236
5. C -1.119



--- two ---
Molecular formula: C5H8S
Method: DFT, ωB97M-V with the def2-TZVPD basis set

```
! wB97M-V def2-TZVPD RIJCOSX def2/J DEFGRID3
* xyz 0 1
C 0.63 1.13 -0.73
C 0.93 0.26 0.45
C -0.35 -0.17 1.22
C -1.36 -0.49 0.20
C -2.18 -1.04 -0.48
H 0.40 2.09 -0.25
H -0.22 0.82 -1.31
H 1.52 1.36 -1.33
H 1.66 0.83 1.15
H 0.93 -1.51 -1.21
H -0.22 -1.06 1.82
H -0.73 0.68 1.83
H -2.74 -1.59 -1.29
S 1.71 -1.31 -0.07
*
```

- HOMO-LUMO gap: 9.9 eV
- Structure (SMILES): C#CC[C@H](C)S
- LUMO: 0.9 eV
- E_HOMO: -9.0 eV

Mulliken atomic charge list, values in e, 5 entries:
1. C -1.281
2. C -0.046
3. C -0.386
4. C -0.528
5. C 0.019



Least stable of them? one.



--- one ---
Molecular formula: C5H8S
Method: DFT, ωB97M-V with the def2-TZVPD basis set

```
! wB97M-V def2-TZVPD RIJCOSX def2/J DEFGRID3
* xyz 0 1
C -1.08 1.38 0.12
C -1.29 -0.03 0.18
C -0.12 -0.88 -0.10
C 1.13 -0.34 -0.74
C 1.26 -0.70 0.72
H -0.20 1.58 -0.96
H -2.06 2.06 -0.12
H -0.41 1.69 0.96
H -0.51 -2.01 -0.20
H 1.41 0.87 -0.90
H 1.63 -1.22 -1.17
H 1.56 0.21 1.39
H 1.44 -1.85 0.83
S -2.76 -0.77 -0.02
*
```

- HOMO-LUMO gap: 8.2 eV
- LUMO: -0.2 eV
- E_HOMO: -8.4 eV

Mulliken atomic charge list, values in e, 5 entries:
1. C -0.851
2. C 0.300
3. C -0.188
4. C -0.553
5. C -0.440



--- two ---
Molecular formula: C5H8S
Method: DFT, ωB97M-V with the def2-TZVPD basis set

```
! wB97M-V def2-TZVPD RIJCOSX def2/J DEFGRID3
* xyz 0 1
C 1.83 0.80 0.02
C -0.22 -0.71 0.45
C 2.10 -0.46 -0.24
C 1.00 -1.41 -0.07
C -1.42 -1.07 0.86
S 0.12 1.05 0.46
H 2.52 1.62 0.09
H 3.08 -0.96 -0.44
H 0.45 3.43 -2.13
H 1.25 -2.27 0.58
H 0.91 -1.81 -1.17
H -1.78 -2.13 0.83
H -2.19 -0.32 0.95
H 0.91 2.82 -1.85
*
```

- HOMO-LUMO gap: 8.9 eV
- LUMO: 1.0 eV
- E_HOMO: -7.8 eV

Mulliken atomic charge list, values in e, 5 entries:
1. C -0.334
2. C 0.392
3. C -0.478
4. C -0.346
5. C -0.801



Least stable of them? one.



--- one ---
Molecular formula: C5H8S
Method: DFT, ωB97M-V with the def2-TZVPD basis set

```
! wB97M-V def2-TZVPD RIJCOSX def2/J DEFGRID3
* xyz 0 1
C -1.04 0.30 0.39
C -1.25 -0.98 0.66
C -0.03 0.94 -0.67
C -1.15 -2.26 0.68
C 1.24 0.25 -0.50
S 0.49 2.88 -0.83
H -1.42 1.03 1.07
H -0.34 0.85 -1.65
H -1.88 -2.98 0.20
H -0.31 -2.72 1.32
H 1.06 2.56 0.39
H 0.97 -0.81 -0.62
H 1.68 0.31 0.58
H 1.99 0.65 -1.04
*
```

- HOMO-LUMO gap: 10.0 eV
- Structure (SMILES): C=C=C[C@H](C)S
- LUMO: 0.8 eV
- E_HOMO: -9.2 eV

Mulliken atomic charge list, values in e, 5 entries:
1. C -0.473
2. C 0.280
3. C -0.091
4. C -0.616
5. C -1.303



--- two ---
Molecular formula: C5H8S
Method: DFT, ωB97M-V with the def2-TZVPD basis set

```
! wB97M-V def2-TZVPD RIJCOSX def2/J DEFGRID3
* xyz 0 1
C 2.69 2.46 0.23
C 1.93 2.63 -0.63
C -0.04 -0.21 -0.69
C -1.24 -0.11 0.20
C -0.26 -0.21 -2.13
S 1.36 -0.55 0.08
H 3.14 2.27 1.13
H 1.41 3.05 -1.45
H -1.45 -1.12 0.59
H -2.18 0.11 -0.32
H -0.91 0.63 0.97
H 0.59 0.44 -2.69
H -1.23 0.16 -2.33
H -0.08 -1.33 -2.40
*
```

- HOMO-LUMO gap: 8.4 eV
- Structure (SMILES): CC(C)=S.C#C
- LUMO: 0.1 eV
- E_HOMO: -8.3 eV

Mulliken atomic charge list, values in e, 5 entries:
1. C -0.330
2. C -0.490
3. C 0.523
4. C -1.163
5. C -0.965



--- three ---
Molecular formula: C5H8S
Method: DFT, ωB97M-V with the def2-TZVPD basis set

```
! wB97M-V def2-TZVPD RIJCOSX def2/J DEFGRID3
* xyz 0 1
C -3.10 0.95 0.15
C -2.30 0.02 -0.31
C 1.27 0.40 -1.16
C 0.86 -0.01 0.19
C 1.21 -1.38 0.67
S 2.26 1.07 0.25
H -4.08 0.84 0.65
H -2.46 1.88 0.41
H -0.09 0.40 0.36
H 1.98 -0.30 -1.67
H 0.76 1.18 -1.73
H 1.06 -1.54 1.70
H 2.18 -1.47 0.27
H 0.45 -2.04 0.23
*
```

- HOMO-LUMO gap: 7.8 eV
- LUMO: -0.7 eV
- E_HOMO: -8.5 eV

Mulliken atomic charge list, values in e, 5 entries:
1. C -0.542
2. C 0.022
3. C -0.572
4. C 0.105
5. C -1.087



Least stable of them? three.



--- one ---
Molecular formula: C5H8S
Method: DFT, ωB97M-V with the def2-TZVPD basis set

```
! wB97M-V def2-TZVPD RIJCOSX def2/J DEFGRID3
* xyz 0 1
C 2.63 -1.00 -0.15
C 1.65 -0.57 0.37
C -0.16 1.57 0.48
C -1.44 -0.94 -1.03
C -0.07 0.21 1.09
S -1.35 -0.97 0.78
H 3.54 -1.37 -0.53
H 0.74 2.14 0.68
H -1.01 2.10 0.92
H -0.31 1.52 -0.60
H -0.43 -1.05 -1.43
H -1.91 -0.03 -1.38
H -2.04 -1.80 -1.32
H 0.16 0.19 2.15
*
```

- HOMO-LUMO gap: 9.9 eV
- LUMO: 0.9 eV
- E_HOMO: -9.0 eV

Mulliken atomic charge list, values in e, 5 entries:
1. C -0.261
2. C -0.469
3. C -1.100
4. C -0.803
5. C 0.075



--- two ---
Molecular formula: C5H8S
Method: DFT, ωB97M-V with the def2-TZVPD basis set

```
! wB97M-V def2-TZVPD RIJCOSX def2/J DEFGRID3
* xyz 0 1
C -1.97 -1.76 -0.74
C -1.42 -1.16 0.51
C -0.10 -0.36 0.50
C 1.02 -0.97 0.85
C -0.01 1.00 0.03
H -1.50 -2.78 -1.11
H -1.83 -1.25 -1.71
H -3.02 -2.00 -0.73
H -1.26 -2.05 1.17
H -2.10 -0.55 1.03
H 1.10 -1.90 1.31
H 2.04 -0.46 0.70
H -0.86 1.55 -0.14
S 1.39 1.81 -0.46
*
```

- HOMO-LUMO gap: 7.8 eV
- Structure (SMILES): C=C(C=S)CC
- LUMO: -0.9 eV
- E_HOMO: -8.7 eV

Mulliken atomic charge list, values in e, 5 entries:
1. C -1.011
2. C -0.640
3. C 0.786
4. C -0.889
5. C -0.518



Least stable of them? one.



--- one ---
Molecular formula: CH4N2O3
Method: DFT, ωB97M-V with the def2-TZVPD basis set

```
! wB97M-V def2-TZVPD RIJCOSX def2/J DEFGRID3
* xyz 0 1
C -0.27 -0.22 0.35
N -0.19 1.53 -1.24
N 0.83 -1.00 -0.07
O 0.10 2.67 -1.40
O -0.63 -0.42 1.63
O -0.08 1.13 0.10
H -1.46 -0.74 -0.66
H 0.66 -1.97 0.14
H 0.99 -0.91 -1.07
H 0.06 -0.07 2.21
*
```

- HOMO-LUMO gap: 9.3 eV
- LUMO: -0.2 eV
- E_HOMO: -9.5 eV

Mulliken atomic charge list, values in e, 5 entries:
1. C 0.189
2. N 0.198
3. N -0.554
4. O -0.312
5. O -0.467



--- two ---
Molecular formula: CH4N2O3
Method: DFT, ωB97M-V with the def2-TZVPD basis set

```
! wB97M-V def2-TZVPD RIJCOSX def2/J DEFGRID3
* xyz 0 1
C -0.66 -0.76 0.30
H 1.53 0.56 -0.37
H 0.84 -2.12 -0.12
H -1.74 1.01 -0.43
H 0.02 2.51 0.41
N 0.66 -1.17 -0.24
N -0.94 0.67 0.60
O 1.81 -0.66 0.35
O -1.69 -1.32 -0.11
O 0.18 1.28 -0.39
*
```

- HOMO-LUMO gap: 7.5 eV
- LUMO: -1.6 eV
- E_HOMO: -9.1 eV

Mulliken atomic charge list, values in e, 5 entries:
1. C 0.567
2. H 0.484
3. H 0.245
4. H 0.404
5. H 0.442



--- three ---
Molecular formula: CH4N2O3
Method: DFT, ωB97M-V with the def2-TZVPD basis set

```
! wB97M-V def2-TZVPD RIJCOSX def2/J DEFGRID3
* xyz 0 1
C 0.06 -0.35 -0.38
N 0.89 0.76 -0.62
N -1.32 0.11 0.00
O -1.52 0.41 1.17
O -2.10 0.18 -0.90
O 0.58 -1.29 0.90
H 0.00 -1.03 -1.19
H 1.81 0.35 -0.75
H 1.06 1.48 0.15
H 0.54 -0.62 1.62
*
```

- HOMO-LUMO gap: 10.8 eV
- Structure (SMILES): N[C@@H](O)[N+](=O)[O-]
- LUMO: 0.0 eV
- E_HOMO: -10.9 eV

Mulliken atomic charge list, values in e, 5 entries:
1. C -0.011
2. N -0.578
3. N 0.933
4. O -0.527
5. O -0.535



--- four ---
Molecular formula: CH4N2O3
Method: DFT, ωB97M-V with the def2-TZVPD basis set

```
! wB97M-V def2-TZVPD RIJCOSX def2/J DEFGRID3
* xyz 0 1
C 0.27 -0.12 -0.46
N 0.12 -0.15 0.92
N 0.02 2.08 1.41
O 0.50 2.87 0.67
O -0.35 2.11 2.55
O -1.16 -0.47 1.19
H -0.67 -0.46 -0.88
H 0.51 0.93 -0.60
H 1.16 -0.65 -0.64
H -1.25 -0.81 2.14
*
```

- HOMO-LUMO gap (alpha / beta): 9.8 / 7.9 eV
- LUMO (alpha / beta): 0.2 / -0.8 eV
- E_HOMO (alpha / beta): -9.5 / -8.8 eV

Mulliken atomic charge list, values in e, 5 entries:
1. C -0.511
2. N -0.243
3. N 0.802
4. O -0.455
5. O -0.470



Least stable of them? two.